ORCA calculation (ωB97M-V/def2-TZVPD) on C23H25IN5O3PtTe as an isolated structure at a distorted geometry.

The geometry in XYZ format:
```
59
Properties=species:S:1:pos:R:3:lowdin_spin:R:1
Pt 0.6285 -1.5247 -0.8347 1.2359
N 0.9784 -0.1186 0.5879 0.0631
C -0.0532 -0.0165 1.7366 0.0092
C -0.5165 1.4152 1.8644 0.0023
C -1.3540 2.0391 0.6886 -0.0001
C -2.7319 2.3776 1.2052 0.0001
N -3.4669 1.2079 1.7436 0.0003
C -4.6043 1.1084 2.4406 0.0001
N -4.9114 -0.1144 2.8776 0.0001
N -5.3664 2.2032 2.7566 0.0000
C -1.1664 -1.1948 1.5521 0.0152
O -2.1661 -1.2113 2.3129 0.0161
O -0.9736 -1.9738 0.5746 0.1641
H 1.9332 -0.2502 0.9038 0.0058
H 0.9338 0.7643 0.0838 0.0034
H 0.4625 -0.2622 2.7227 0.0013
H 0.3761 2.0642 1.9588 0.0004
H -1.1378 1.4122 2.7640 0.0006
H -1.3071 1.3906 -0.2191 -0.0002
H -0.8556 2.9641 0.3801 0.0000
H -3.3637 2.8836 0.4082 0.0000
H -2.6803 3.1147 2.0347 0.0000
H -2.9078 0.3477 1.7117 0.0002
H -4.2860 -0.8519 2.6369 0.0000
H -5.6354 -0.2534 3.5744 0.0000
H -5.2352 3.1386 2.4873 0.0000
H -6.2984 2.0719 3.1106 0.0000
I 2.9718 -1.5360 -2.4534 0.2426
C 2.1089 0.3002 -3.2310 0.0570
C 2.7760 1.1635 -4.0718 0.0072
C 2.1395 2.1368 -4.7810 0.0047
C 0.7706 2.3606 -4.6500 0.0002
C 0.0470 1.4046 -3.9481 0.0140
C -1.3554 1.2373 -4.2199 0.0028
C -2.1000 0.2934 -3.5214 0.0199
C -1.4955 -0.4059 -2.4443 0.0557
C -0.1466 -0.3442 -2.3067 0.2715
C 0.6982 0.4633 -3.0876 0.0456
H 3.8981 1.1297 -4.0785 0.0025
H 2.7310 2.7090 -5.5248 0.0005
H 0.3171 3.2605 -5.0561 0.0007
H -1.7676 1.9323 -4.9549 0.0000
H -3.0719 0.1142 -3.8445 0.0029
H -2.1147 -0.9682 -1.8057 0.0059
Te 2.3420 -3.7383 -0.1331 1.2743
C 3.3757 -2.6526 1.3316 0.1091
C 4.7180 -2.3092 1.1835 0.0411
C 5.4626 -1.9044 2.2838 0.0007
C 4.8815 -1.7009 3.5487 0.0309
C 3.5075 -2.0605 3.6777 -0.0009
C 2.8148 -2.5522 2.6040 0.0420
H 5.1134 -2.2262 0.1736 0.0038
H 6.5700 -1.5824 2.1384 -0.0003
H 5.4590 -1.2437 4.3373 0.0018
H 3.0165 -1.9800 4.6580 -0.0005
H 1.7548 -2.8042 2.7270 0.0075
O 0.1717 -4.3788 -3.8501 0.0518
C 0.1386 -3.7334 -2.8786 0.0456
N -0.0274 -3.1156 -1.8859 0.1412
```

Values from the calculation:
Net charge: +1
Expectation value of S²: 6.018
Multiplicity: 5
E_LUMO (spin up / spin down), eV: -2.2 / -5.5
Relative energy (zero: lowest compared OMol25 entry of this formula, charge and spin), kcal per mole: 2.4
HOMO level (spin up / spin down), eV: -7.65 / -9.99



ORCA calculation (ωB97M-V/def2-TZVPD) on C29H50EuN10P2S3 as an isolated structure at a distorted geometry.

The geometry in XYZ format:
```
95
Properties=species:S:1:pos:R:3:lowdin_spin:R:1
Eu 0.1321 -0.0749 -0.0173 6.1000
C -0.2187 2.6047 3.2166 -0.0047
P -1.0073 1.9346 1.7215 -0.0201
C -1.3357 3.4552 0.7465 -0.0010
N -1.5192 4.5519 1.4425 -0.0008
C -1.8933 5.6784 0.8067 -0.0002
C -2.1078 6.8722 1.5279 -0.0001
C -2.5000 7.9940 0.8553 0.0000
C -2.6955 7.9771 -0.5468 -0.0002
C -2.5081 6.8353 -1.2720 0.0000
C -2.1032 5.6581 -0.6074 -0.0003
N -1.8944 4.5202 -1.2988 -0.0004
C -1.4896 3.4467 -0.6618 -0.0010
P -1.1193 1.9770 -1.7202 -0.0188
C -2.5070 2.0292 -2.8991 -0.0038
C 0.3801 2.5451 -2.7203 -0.0021
C 0.8117 1.3270 -3.5484 0.0000
C 0.1218 3.7175 -3.6638 -0.0008
C 1.4484 2.9150 -1.6812 -0.0002
C -2.7579 1.4365 2.2277 -0.0012
C -3.3947 0.7956 0.9893 0.0006
C -2.6238 0.4122 3.3612 0.0000
C -3.6101 2.6100 2.6984 -0.0007
H -0.7962 3.4451 3.5924 -0.0010
H 0.7817 2.9510 2.9537 -0.0001
H -0.1339 1.8258 3.9742 0.0000
H -1.9597 6.8692 2.5994 0.0000
H -2.6710 8.9147 1.3971 0.0000
H -2.9989 8.8877 -1.0457 0.0000
H -2.6590 6.8076 -2.3429 0.0000
H -2.6723 3.0679 -3.1790 -0.0008
H -3.4083 1.6313 -2.4326 -0.0001
H -2.2839 1.4357 -3.7858 0.0000
H 0.0296 1.0496 -4.2591 0.0000
H 1.0363 0.4598 -2.9171 0.0001
H 1.7032 1.5614 -4.1340 0.0000
H -0.4921 3.4151 -4.5124 0.0000
H 1.0754 4.0775 -4.0585 -0.0002
H -0.3658 4.5441 -3.1585 0.0000
H 1.6592 2.0723 -1.0000 -0.0002
H 1.1302 3.7648 -1.0761 0.0000
H 2.3796 3.2042 -2.1753 0.0000
H -2.7762 -0.0249 0.5927 0.0004
H -3.5422 1.5337 0.1976 0.0000
H -4.3751 0.3864 1.2406 0.0000
H -1.9210 -0.3826 3.1067 0.0001
H -3.5949 -0.0403 3.5719 0.0000
H -2.2843 0.8940 4.2784 0.0000
H -3.7950 3.3341 1.9070 0.0000
H -3.1551 3.1273 3.5429 0.0000
H -4.5780 2.2260 3.0289 -0.0001
N 3.2604 1.3706 1.3325 -0.0001
C 2.7745 0.3885 2.1465 -0.0008
N 1.6902 -0.3046 1.8431 -0.0111
C 1.3861 -1.2161 2.8508 0.0002
C 2.2434 -1.1987 3.8970 -0.0006
S 3.4830 -0.0369 3.6565 -0.0006
C 0.2103 -2.0664 2.7137 0.0000
C -0.1618 -3.0345 3.5782 -0.0003
S -1.6165 -3.7938 3.0696 -0.0004
C -1.6544 -2.7513 1.6953 -0.0001
N -0.6494 -1.8989 1.6201 -0.0095
N -2.6339 -2.8558 0.7616 0.0002
H 3.3503 1.0611 0.3654 0.0001
H 4.0898 1.8394 1.6706 0.0000
H 2.2195 -1.7909 4.7973 -0.0001
H 0.3265 -3.3499 4.4859 0.0000
H -3.4298 -3.4333 0.9852 0.0000
H -2.8230 -2.0651 0.1682 0.0001
N -0.1074 -2.2943 -1.4251 -0.0054
N -1.3463 -1.6876 -1.8718 -0.0048
H 0.3687 -2.7859 -2.1751 0.0001
H -0.3534 -3.0072 -0.7425 0.0002
H -2.0400 -2.4014 -2.0830 -0.0002
H -1.1594 -1.2343 -2.7612 0.0002
C 4.8317 1.8571 -4.9591 0.0000
C 5.2634 1.3523 -3.5886 0.0000
N 4.1496 0.7586 -2.8311 -0.0003
C 3.9430 -0.4931 -2.4399 -0.0014
S 2.7964 -0.8082 -1.1693 -0.0074
N 4.5925 -1.5375 -2.9197 -0.0004
C 5.4424 -1.6643 -4.1121 -0.0001
C 5.2221 -3.0186 -4.7685 0.0000
H 5.6742 2.3412 -5.4512 0.0000
H 4.0302 2.5922 -4.8676 0.0000
H 4.4858 1.0433 -5.5972 0.0000
H 5.6380 2.1864 -2.9946 0.0000
H 6.0678 0.6283 -3.6699 0.0000
H 3.4928 1.4229 -2.4584 -0.0001
H 4.4009 -2.4041 -2.4394 0.0000
H 6.4921 -1.5636 -3.8316 0.0000
H 5.1874 -0.8728 -4.8131 0.0000
H 5.5671 -3.8323 -4.1296 0.0000
H 5.7908 -3.0539 -5.6959 0.0000
H 4.1705 -3.1782 -5.0091 0.0000
```

Values from the calculation:
Net charge: +3
Expectation value of S²: 12.028
Multiplicity: 7
E_LUMO (spin up / spin down), eV: -9.9 / -7.6
Relative energy (zero: lowest compared OMol25 entry of this formula, charge and spin), kcal per mole: 4.2
HOMO level (spin up / spin down), eV: -15.52 / -15.52



ORCA calculation (ωB97M-V/def2-TZVPD) on a 2-piece molecular cluster, CH2Br2NO overall at a distorted geometry.

The geometry in XYZ format:
```
7
Properties=species:S:1:pos:R:3:lowdin_spin:R:1
C -0.5364 0.3343 0.0883 0.6188
N 0.5099 -0.5319 -0.0275 0.4675
O 0.7721 -1.6434 0.5245 0.5509
Br -0.6373 1.7858 -1.1676 0.0955
Br -0.3617 2.1476 2.1497 0.2541
H -1.4279 -0.0104 0.6973 0.0098
H 1.4162 -0.1419 -0.5830 0.0033
```

Values from the calculation:
Net charge: -1
Expectation value of S²: 2.009
Multiplicity: 3
E_LUMO (spin up / spin down), eV: 3.4 / 2.5
Relative energy (zero: lowest compared OMol25 entry of this formula, charge and spin), kcal per mole: 1.7
HOMO level (spin up / spin down), eV: -1.88 / -3.98



ORCA calculation (ωB97M-V/def2-TZVPD) on a 2-piece molecular cluster, C3H8NS overall at a distorted geometry.

The geometry in XYZ format:
```
13
Properties=species:S:1:pos:R:3:lowdin_charge:R:1
C -0.9670 -1.7287 -1.8261 -0.7135
S -0.5427 -2.6719 -0.3193 0.0693
H -0.4024 -0.7940 -1.8637 -0.0372
H -2.0167 -1.4278 -1.7903 -0.0202
H -0.7838 -2.2746 -2.7558 -0.0199
C 0.6923 2.3177 1.0519 -0.0862
C 0.5120 1.0404 0.6566 -0.3215
N 0.4578 -0.0631 1.4746 0.0228
H 1.0901 2.6245 2.0132 0.0157
H 0.3820 3.1094 0.3851 0.0075
H 0.4016 0.7964 -0.3917 0.0827
H 0.9775 0.0328 2.3332 0.0747
H 0.1993 -0.9611 1.0324 -0.0743
```

Values from the calculation:
Net charge: -1
Multiplicity: 1
E_LUMO, eV: 4.1
Relative energy (zero: lowest compared OMol25 entry of this formula, charge and spin), kcal per mole: 21.2
HOMO level, eV: -2.54



Results for E: -56479.7038, -116178.5277, -144689.0772, -15566.1224 (in eV, following the order of the records).